1.
20
Properties=species:S:1:pos:R:3:nbo_charge:R:1 method="wB97M-V/def2-TZVPD" homo_lumo_gap_ev=8.657 charge=+1 relative_energy_kcal_mol=97.4 e_lumo_ha=-0.14615 smiles="C[C@H](N)C/C=C/[NH3+]" total_energy_ha=-307.4664
C -1.2768 -1.2650 -0.9314 -0.655
C -1.4875 0.1786 -0.5074 0.004
C 0.0085 0.9964 -0.5177 -0.464
C 1.1511 0.0446 -0.0966 -0.103
C 1.7765 0.2367 1.1404 -0.147
N 2.5114 -0.7808 1.9124 -0.690
N -2.6752 0.9537 -1.1117 -0.821
H -0.5445 -1.4107 -1.6685 0.204
H -2.0973 -1.8523 -1.3028 0.240
H -0.8919 -1.6944 0.0116 0.208
H -1.6432 0.3972 0.5690 0.190
H -0.1925 1.8554 0.1449 0.240
H -0.0337 1.2823 -1.5610 0.238
H 1.5058 -0.6797 -0.8183 0.231
H 1.7717 1.1898 1.6487 0.229
H 2.3869 -0.5030 2.8621 0.464
H 3.4732 -0.6006 1.7319 0.437
H 2.3027 -1.6953 1.4592 0.471
H -3.4667 0.2280 -1.1087 0.371
H -2.4548 1.1248 -2.0966 0.352

2.
10
Properties=species:S:1:pos:R:3:nbo_charge:R:1 method="wB97M-V/def2-TZVPD" homo_lumo_gap_ev=8.078 charge=0 relative_energy_kcal_mol=40.9 e_lumo_ha=-0.07407 total_energy_ha=-339.1597
C 0.2988 2.3975 -0.1833 -0.089
C -0.2223 1.3717 0.1417 -0.094
C -0.5139 0.0422 0.2451 -0.116
C 0.3160 -1.0933 0.0206 -0.191
C 1.6646 -1.0841 -0.0751 0.202
C -1.8262 -0.5925 -0.0813 0.246
H 0.5701 3.4791 0.0039 0.264
H -0.1753 -2.1183 0.0297 0.281
N 2.8089 -1.1727 -0.0241 -0.217
N -2.9206 -1.2297 -0.0773 -0.286

3.
78
Properties=species:S:1:pos:R:3:mulliken_charge:R:1 method="wB97M-V/def2-TZVPD" homo_lumo_gap_ev=6.734 charge=-1 relative_energy_kcal_mol=0.0 e_lumo_ha=0.05587 total_energy_ha=-3520.9841
Sc -15.2851 -8.2045 10.6566 0.193
C -11.3016 -10.3181 10.4470 -0.915
C -11.4352 -11.6571 10.8184 -0.190
C -12.6294 -12.1144 11.3229 -0.956
C -13.7542 -11.2305 11.1677 0.258
N -13.5932 -9.8663 11.0237 0.673
C -12.3376 -9.4663 10.7646 -0.436
N -14.9309 -11.8567 11.0985 -0.407
C -16.0173 -11.4036 10.5218 -0.425
N -16.4813 -10.1277 10.2941 0.843
C -17.6995 -10.2613 9.6486 -0.283
N -18.3636 -9.3419 8.9463 -0.363
C -18.1826 -8.0527 8.7326 0.247
C -19.0394 -7.4507 7.7351 -0.626
C -18.9979 -6.1153 7.4871 -0.431
C -18.1068 -5.3280 8.2224 -0.829
C -17.3291 -5.9351 9.2149 -0.557
N -17.2871 -7.3000 9.3896 0.859
C -18.1299 -11.6607 9.6585 -0.140
C -19.3450 -12.2770 9.4188 -0.207
C -19.3838 -13.6545 9.5902 -0.556
C -18.2694 -14.3718 10.0205 -0.562
C -17.0553 -13.7509 10.3493 -0.182
C -17.0238 -12.3987 10.1489 0.282
H -10.3584 -9.8773 10.0277 0.359
H -10.6152 -12.3804 10.6734 0.341
H -12.9157 -13.1039 11.6830 0.447
H -12.2189 -8.3656 10.7671 0.606
H -19.6543 -8.1772 7.2374 0.515
H -19.5731 -5.6716 6.6136 0.264
H -17.9871 -4.2329 8.0315 0.358
H -16.6932 -5.3370 9.8339 0.519
H -20.2250 -11.7153 9.0884 0.475
H -20.2943 -14.2362 9.2886 0.295
H -18.3117 -15.4512 10.0362 0.373
H -16.1917 -14.2831 10.7700 0.466
C -10.5208 -2.4023 8.5743 -1.347
C -10.4935 -3.8373 8.1824 1.298
C -9.4818 -4.3371 7.3593 -0.830
C -9.5534 -5.6039 6.9568 0.373
Cl -8.3542 -6.2302 5.9279 -0.261
C -10.6248 -6.4601 7.3255 -1.033
C -11.6967 -5.9732 8.0698 0.201
C -11.5736 -4.6521 8.5943 -0.697
O -12.5359 -4.1478 9.4093 -0.431
C -12.5579 -4.6803 10.8094 -0.955
C -13.7631 -5.5538 11.0155 0.339
O -14.8622 -4.9862 11.1906 -0.680
O -13.6025 -6.8673 10.9572 -0.077
H -9.5648 -1.9324 8.3776 0.410
H -10.6987 -2.2853 9.6444 0.259
H -11.3159 -1.9254 8.0040 0.294
H -8.6430 -3.6895 7.0034 0.283
H -10.5668 -7.5262 7.0936 0.425
H -12.6095 -6.5562 8.2624 0.770
H -12.5983 -3.8147 11.4670 0.306
H -11.6764 -5.2720 11.0392 0.409
F -14.6423 -6.5325 6.6062 -0.197
C -14.7552 -7.8296 6.2977 0.711
F -13.8996 -8.0153 5.2218 -0.296
F -16.0746 -7.9526 5.8221 -0.282
C -14.5044 -8.8012 7.5125 0.606
O -14.3445 -10.0066 7.3621 -0.701
O -14.6123 -8.2396 8.6383 0.012
C -17.5410 -6.0156 12.7949 -1.219
C -16.7898 -7.1947 13.3082 1.615
C -15.7408 -6.8599 14.3182 -1.597
C -17.7512 -8.2741 13.8509 -1.515
O -16.1263 -7.7973 12.2295 -0.284
H -18.0060 -5.4342 13.5574 0.468
H -18.2117 -6.3373 12.0326 0.268
H -16.7323 -5.3359 12.4449 0.059
H -16.0208 -6.4766 15.2895 0.426
H -15.0754 -6.0980 13.9160 0.226
H -15.0926 -7.6838 14.4786 0.374
H -18.2706 -7.9807 14.7236 0.518
H -17.1453 -9.1827 14.0649 0.269
H -18.4859 -8.5203 13.0178 0.176